Computed, not measured: a 16-piece molecular cluster, C39H93F6N3O24S11 overall, with wB97M-V/def2-TZVPD.

Output
**Kohn-Sham gap**: 4.966 eV
**Energy relative to the best compared isomer or geometry (same formula, charge and spin)**: 0.0 kcal/mol
**Lowest unoccupied orbital energy**: 0.1002 Eh

Geometry as ORCA input:
```
! RIJCOSX wB97M-V def2-TZVPD def2/J DEFGRID3
* xyz -2 1
S -4.26063 1.85933 4.72399
S 1.88664 -0.20195 -0.86382
S 0.15974 -5.67720 -1.90903
S 7.76408 4.25643 0.64434
S 2.45163 -1.94633 -5.13363
S 2.98361 3.15636 4.50791
S -3.49005 2.55872 -5.30783
S -0.59116 5.21002 0.64370
S -0.38634 0.44338 0.22270
S 5.39748 3.40574 -6.13353
S -0.34385 4.62616 -4.13004
F -2.94996 0.43255 0.55811
F -2.36701 -0.02857 -1.46791
F -2.33416 2.02595 -0.78034
F 3.10504 1.65544 -2.32701
F 4.30146 0.73693 -0.76470
F 2.78558 2.16867 -0.25254
O -1.89700 -5.39278 4.10087
O 2.19108 -5.26015 1.55153
O 7.21984 5.21784 -0.36145
O 3.34112 4.54490 4.01520
O -0.81228 -0.50758 -5.66982
O -0.57195 -5.76160 -0.60410
O 2.19749 -1.16367 -1.89059
O 0.23842 1.00864 -4.47293
O -2.07401 2.28277 -5.69600
O 4.85728 2.51856 -7.21396
O 2.18232 -0.59046 0.50396
O -8.78730 1.41422 -0.00701
O -0.44082 -0.93953 -3.47531
O -0.17471 6.27393 -0.34041
O 0.40553 -1.24298 5.90176
O -0.49525 -0.89406 0.77572
O -4.34809 -2.87534 -4.46945
O 3.50281 -2.82887 -4.55028
O -0.18012 1.48562 1.21263
O -2.69733 -4.96839 2.03075
O 4.04121 -4.98899 2.81283
O -5.60698 1.21031 4.58732
O 0.06521 3.78053 -5.30396
O 2.19164 0.11110 5.40275
N -6.51844 1.52793 0.37346
N -4.15929 -3.10808 -2.23810
N 0.42633 0.54547 -1.14101
C -3.04747 0.82972 3.82866
C -5.58356 2.01584 1.38823
C 1.56437 -6.83114 3.27735
C 7.27656 4.67474 2.32315
C 3.23036 -4.56391 2.02439
C -2.08084 -4.65795 3.15732
C 1.09399 -0.87029 3.63838
C -2.09424 0.75636 -0.43298
C -0.30747 -0.13094 -4.59345
C 2.07876 -6.64415 1.85495
C -3.23716 -6.27730 1.85682
C 3.17342 -3.15310 1.52712
C -3.78649 -6.41135 0.45854
C 1.30709 -0.66920 5.11124
C 4.86901 2.77946 -4.53256
C -5.48537 -3.66310 -2.06328
C 3.10152 1.18669 -1.10457
C -6.08086 0.35511 -0.33160
C 3.43136 1.93983 3.19727
C 0.77893 4.10722 -2.80103
C 0.80893 4.84995 1.77402
C 4.33399 4.88124 -6.18524
C 6.70052 2.77675 0.60532
C -1.49952 -3.26920 3.07900
C -4.16267 1.07382 -4.53237
C -3.49519 3.51006 -3.72907
C 0.71201 -1.35767 7.29685
C 3.11219 -0.24574 -5.17412
C -3.67227 -2.73254 -3.47421
C 0.78675 -3.96440 -1.95377
C 2.42127 -2.07320 -6.98345
C 0.43783 6.23594 -4.50410
C -1.69956 5.96490 1.85262
C -3.57595 1.63954 6.39526
C -0.99596 -5.46143 -3.29562
C -3.36822 -2.99642 -1.03445
C 4.28918 2.85718 5.73181
C 0.26865 -2.73570 7.78639
C -7.77691 1.99751 0.33634
H 2.52855 -3.10432 -7.32034
H 0.23862 -0.22118 3.41997
H -3.31134 0.63100 6.70412
H -2.30691 -2.54053 3.15898
H -3.15653 -3.89216 -0.44350
H -2.68466 -2.25547 -3.36500
H 7.62595 3.85434 2.95129
H 0.58977 -3.58459 7.18344
H -2.10766 1.28776 4.14042
H 3.06176 -7.11280 1.77621
H 3.90022 2.28028 -4.56633
H -1.94063 5.35348 2.72090
H 1.23538 -3.67794 -1.00582
H -2.67887 2.26196 6.36529
H 3.76251 1.01383 3.65405
H -6.02316 2.69234 2.12265
H -3.34252 0.56115 -4.02070
H -4.01190 -6.41236 2.61119
H -3.08643 -6.59206 -0.36010
H 4.26557 2.41047 2.67316
H 1.55971 -7.85212 3.67068
H -6.67992 0.06822 -1.19765
H -3.55924 4.54931 -4.04696
H 0.38159 7.04122 -3.77366
H 1.72757 3.67236 -3.11207
H -7.78784 3.01637 0.76586
H 4.49690 5.47070 -5.28191
H -3.89480 -2.36376 -0.30657
H -4.36005 -7.34219 0.37004
H 5.19901 3.39730 5.47580
H 2.34805 0.32367 -5.70525
H 6.81575 2.10514 1.45247
H 6.77515 2.16848 -0.30251
H -2.38347 -2.55700 -1.19624
H -1.49598 -6.41636 -3.44175
H 5.65854 3.07631 0.43933
H 1.54904 -3.90548 -2.73702
H -1.74515 -4.73109 -2.98871
H 3.29936 -0.05081 -4.12085
H 1.45661 6.03968 -4.84692
H 1.79814 -1.34241 7.39800
H 0.43566 4.11805 2.48583
H -5.33841 1.13258 1.97542
H -4.31000 2.12010 7.03809
H -0.91091 -3.10728 2.17587
H -0.79389 -3.11938 3.89571
H -4.36899 3.30216 -3.10897
H 4.04325 3.11798 6.76080
H -4.42023 0.37744 -5.33379
H 3.88230 -3.02563 0.70224
H -4.73031 2.56883 0.99393
H 3.37581 -2.34134 2.21479
H 5.62470 2.11002 -4.12478
H 7.63957 5.62289 2.71394
H 1.04677 4.95825 -2.16353
H -6.10069 -0.52811 0.31556
H 0.32082 3.42051 -2.08671
H 2.21520 -2.98951 1.03769
H 1.60915 4.50117 1.13098
H -3.21232 -0.22189 4.06904
H 1.41978 -1.74582 -7.27581
H -2.39154 -6.97195 1.85455
H 2.57161 1.88579 2.53417
H -0.19384 -0.29543 -2.77979
H 4.43836 1.77355 5.75079
H 0.68788 -2.82776 8.79036
H -6.21907 -2.89731 -1.80800
H 4.61028 5.50744 -7.03114
H -2.60475 3.26572 -3.15655
H 1.95334 -0.53805 3.07539
H 0.81846 -1.86805 3.30036
H -1.22233 6.91181 2.11992
H -5.78770 -4.15997 -2.98622
H 1.00381 5.81631 2.23648
H -0.36513 -5.09550 -4.10194
H 4.05488 -0.09062 -5.70434
H 1.42686 -7.12314 1.13037
H 0.61480 -6.33577 3.47218
H 6.18515 4.72416 2.39329
H 0.05567 -3.19364 -2.21353
H 4.74375 3.56818 -3.78591
H -0.04595 6.55513 -5.43172
H 3.30580 4.53740 -6.29322
H -4.41571 -5.58342 0.13692
H -3.10349 0.84290 2.74306
H -5.09395 0.48629 -0.77569
H 2.30148 -6.42499 3.97993
H -2.65453 6.21184 1.38859
H 3.13265 -1.43324 -7.50367
H -0.81734 -2.84813 7.80955
H -5.40835 -4.46486 -1.33052
H -5.01766 1.24284 -3.88172
H 0.25685 -0.57337 7.89770
*
```

Computed, not measured: a 4-piece molecular cluster, C12H32O4 overall, with wB97M-V/def2-TZVPD.

Output
**Kohn-Sham gap**: 10.540 eV
**Energy relative to the best compared isomer or geometry (same formula, charge and spin)**: 4.5 kcal/mol
**Lowest unoccupied orbital energy**: 0.0234 Eh

Geometry as ORCA input:
```
! RIJCOSX wB97M-V def2-TZVPD def2/J DEFGRID3
* xyz 0 1
O 13.81308 -6.20133 -8.94745
O 13.97330 2.70680 -10.99319
O 14.45147 0.53713 -5.61678
O 14.06644 -2.25837 -6.55309
C 13.55254 0.57734 -4.50059
C 13.50696 1.98707 -3.90501
C 16.02308 -1.43613 -7.74251
C 14.90809 -2.47325 -7.66726
C 14.04866 -2.47584 -8.93843
C 12.90914 2.50224 -10.07629
C 12.39132 -6.42596 -8.91644
C 13.38088 1.67550 -8.88684
C 11.78047 -5.79096 -7.68537
C 12.31087 3.83416 -9.62585
C 11.75920 -5.97936 -10.22246
C 13.94954 -0.46002 -3.45654
H 13.95428 -5.25477 -9.06708
H 11.37545 3.65726 -9.09514
H 10.72748 -6.32372 -10.29694
H 12.35208 -7.51436 -8.83003
H 13.41327 -3.35964 -8.88631
H 15.00241 -0.30650 -3.21584
H 13.80776 -1.47326 -3.83129
H 15.60032 -0.44057 -7.90056
H 16.67945 -1.63281 -8.59088
H 14.29796 -1.42730 -6.11611
H 13.93825 0.80317 -9.22596
H 15.35178 0.66284 -5.29564
H 12.13311 1.92349 -10.58172
H 16.60899 -1.45406 -6.82183
H 14.09388 2.25802 -8.28427
H 12.55536 2.14586 -3.39161
H 10.70697 -5.97480 -7.61454
H 14.68687 -2.57689 -9.81882
H 12.56169 0.40726 -4.92114
H 13.46304 -1.56126 -8.98055
H 11.76357 -4.88732 -10.29264
H 12.24391 -6.23930 -6.80581
H 14.35124 2.20598 -3.25273
H 12.59270 1.41489 -8.18002
H 12.34387 -6.36792 -11.05520
H 11.94334 -4.71191 -7.67490
H 15.37927 -3.45975 -7.58394
H 13.47726 2.70796 -4.72702
H 13.32821 -0.32305 -2.57159
H 14.58467 3.32827 -10.58319
H 12.19438 4.49850 -10.48041
H 12.98441 4.32789 -8.91616
*
```

Computed, not measured: a 2-piece molecular cluster, CHF3NO2S overall, with wB97M-V/def2-TZVPD.

Output
**Kohn-Sham gap**: 7.922 eV
**Energy relative to the best compared isomer or geometry (same formula, charge and spin)**: 84.3 kcal/mol
**Lowest unoccupied orbital energy**: 0.1536 Eh

Geometry as ORCA input:
```
! RIJCOSX wB97M-V def2-TZVPD def2/J DEFGRID3
* xyz -1 1
S -0.09433 0.67175 -0.44295
F 1.34839 -1.49046 -0.80945
F -0.34547 -1.80177 0.49241
F 1.40326 -0.77145 1.22968
O -0.66959 1.22099 0.94954
O 1.07803 1.44835 -0.87787
N -1.48010 0.56644 -1.04025
C 0.62034 -0.94263 0.16538
H -1.86051 1.09877 0.33352
*
```

- The lowest Kohn-Sham gap belongs to which entry?
  C39H93F6N3O24S11

- What is the lowest unoccupied orbital energy in the first record?
  0.1002 Eh

- Look up the lowest unoccupied orbital energy of the first one.
  0.1002 Eh

Repeat the third record exactly.
Computed, not measured: a 2-piece molecular cluster, CHF3NO2S overall, with wB97M-V/def2-TZVPD.

Output
**Kohn-Sham gap**: 7.922 eV
**Energy relative to the best compared isomer or geometry (same formula, charge and spin)**: 84.3 kcal/mol
**Lowest unoccupied orbital energy**: 0.1536 Eh

Geometry as ORCA input:
```
! RIJCOSX wB97M-V def2-TZVPD def2/J DEFGRID3
* xyz -1 1
S -0.09433 0.67175 -0.44295
F 1.34839 -1.49046 -0.80945
F -0.34547 -1.80177 0.49241
F 1.40326 -0.77145 1.22968
O -0.66959 1.22099 0.94954
O 1.07803 1.44835 -0.87787
N -1.48010 0.56644 -1.04025
C 0.62034 -0.94263 0.16538
H -1.86051 1.09877 0.33352
*
```